A | Formula: CHN4O2
Source: OMol25
Level of theory: ωB97M-V/def2-TZVPD

Structure (ORCA input):
```
! wB97M-V def2-TZVPD RIJCOSX def2/J DEFGRID3
* xyz -1 1
C -0.53 -0.11 0.19
N 0.61 -0.43 1.99
N -0.68 -0.49 1.49
N 0.81 0.14 -0.05
N 1.44 -0.05 1.12
O -0.64 0.49 -2.04
O -1.34 -0.09 -0.92
H 0.33 0.55 -1.79
*
```

- HOMO level: -4.7 eV
- LUMO: 4.215 eV
- Molecular weight: 101.05 Da
- Kohn-Sham gap: 8.87 eV

Now the Mulliken charges, all in e: C 0.57; N -0.23; N -0.49; N -0.31; N -0.40; O -0.41; O -0.23; H 0.50

***

B | Formula: CHN4O2
Source: OMol25
Level of theory: ωB97M-V/def2-TZVPD

Structure (ORCA input):
```
! wB97M-V def2-TZVPD RIJCOSX def2/J DEFGRID3
* xyz -1 1
C 1.49 -1.13 -2.09
N 2.06 -2.04 -2.53
N -1.35 0.47 0.23
N -0.90 -0.60 -0.17
N -0.63 1.19 1.18
O 0.41 0.70 1.64
O -1.11 2.26 1.53
H 0.03 -0.85 0.22
*
```

- HOMO level (spin up / spin down): -4.7 / -4.7 eV
- LUMO (spin up / spin down): 1.485 / 1.485 eV
- Molecular weight: 101.05 Da
- Kohn-Sham gap (spin up / spin down): 6.17 / 6.17 eV

Now the Mulliken charges, all in e: C -0.36; N -0.55; N -0.18; N -0.22; N 1.14; O -0.57; O -0.57; H 0.31

***

Winner for stability: A

***

A | Formula: CHN4O2
Source: OMol25
Level of theory: ωB97M-V/def2-TZVPD

Structure (ORCA input):
```
! wB97M-V def2-TZVPD RIJCOSX def2/J DEFGRID3
* xyz -1 1
C 3.03 0.28 0.06
N 4.16 -0.07 0.03
N 1.10 1.47 -0.02
N 1.74 0.30 0.04
N -0.17 1.52 0.09
O -1.00 0.34 0.30
O -0.80 2.60 -0.09
H -0.60 -0.42 -0.26
*
```

- HOMO level: -3.5 eV
- SMILES: N#C/N=N/N([O-])O
- LUMO: 4.019 eV
- Molecular weight: 101.05 Da
- Kohn-Sham gap: 7.48 eV

Now the Mulliken charges, all in e: C 0.28; N -0.58; N -0.29; N -0.42; N 0.92; O -0.53; O -0.75; H 0.38

***

B | Formula: CHN4O2
Source: OMol25
Level of theory: ωB97M-V/def2-TZVPD

Structure (ORCA input):
```
! wB97M-V def2-TZVPD RIJCOSX def2/J DEFGRID3
* xyz -1 1
C -0.09 0.04 -0.13
N 1.49 1.06 -1.28
N 0.65 1.44 -0.47
N 0.56 -0.83 -0.87
N 1.52 -0.24 -1.55
O -0.99 -0.59 1.92
O -1.24 0.02 0.46
H -1.89 -0.91 1.92
*
```

- HOMO level: -4.1 eV
- LUMO: 3.675 eV
- Molecular weight: 101.05 Da
- Kohn-Sham gap: 7.78 eV

Now the Mulliken charges, all in e: C 0.48; N -0.24; N -0.21; N -0.22; N -0.37; O -0.37; O -0.36; H 0.29

***

Winner for stability: A

***

A | Formula: C27H25AsN8O8S2W
Source: OMol25
Level of theory: ωB97M-V/def2-TZVPD

Structure (ORCA input):
```
! wB97M-V def2-TZVPD RIJCOSX def2/J DEFGRID3
* xyz 2 1
W -0.77 1.14 1.19
O -0.18 -0.03 2.59
As -3.08 -0.94 4.38
O -3.30 0.61 3.96
O -1.77 2.07 2.17
C -3.93 -1.85 2.86
C -4.11 -3.22 2.99
C -4.80 -3.96 2.03
C -5.31 -3.32 0.92
C -5.14 -1.95 0.75
C -4.45 -1.22 1.71
S -4.24 0.52 1.35
O -2.43 -0.01 0.71
O -4.94 0.74 0.10
O -2.00 0.91 -0.29
H 0.13 -0.91 2.35
H -3.73 -3.73 3.87
H -4.94 -5.02 2.16
H -5.86 -3.88 0.17
H -5.54 -1.44 -0.12
N -0.92 4.82 -1.06
C -1.13 3.51 -1.06
N -0.59 3.01 0.04
C -0.07 4.10 0.69
N -0.25 5.22 0.05
C 0.66 3.86 1.93
C 1.30 4.83 2.68
N 2.01 4.50 3.76
C 2.09 3.22 4.07
C 1.45 2.23 3.33
N 0.74 2.56 2.26
H -1.19 5.50 -1.75
H -1.62 2.95 -1.84
H 1.23 5.87 2.41
H 2.67 2.95 4.95
H 1.48 1.19 3.60
O 4.78 -0.56 -3.32
C 4.71 0.73 -2.75
C 3.57 0.78 -1.79
C 3.22 1.95 -1.14
C 2.13 1.96 -0.31
N 1.35 0.89 -0.05
C 1.73 -0.26 -0.63
C 2.80 -0.34 -1.51
C 0.96 -1.48 -0.33
C 1.46 -2.75 -0.59
C 0.69 -3.86 -0.30
C 1.20 -5.25 -0.56
O 2.51 -5.17 -1.05
C -0.58 -3.65 0.23
C -1.00 -2.36 0.48
N -0.25 -1.28 0.21
H 5.55 -0.63 -3.88
H 4.56 1.50 -3.52
H 5.63 0.98 -2.21
H 3.78 2.87 -1.28
H 1.88 2.89 0.18
H 3.04 -1.27 -2.00
H 2.45 -2.89 -0.99
H 0.52 -5.74 -1.27
H 1.15 -5.81 0.38
H 2.79 -6.03 -1.39
H -1.23 -4.48 0.47
H -1.97 -2.18 0.90
S 0.40 -0.69 -4.37
C 1.33 0.65 -4.87
C 1.03 1.73 -4.10
N 0.12 1.50 -3.09
C -0.28 0.26 -3.13
H 2.00 0.60 -5.71
H 1.45 2.71 -4.22
H -1.00 -0.15 -2.43
*
```

- HOMO level: -14.1 eV
- LUMO: -6.460 eV
- Molecular weight: 912.44 Da
- Kohn-Sham gap: 7.60 eV

Atomic partial charges in e from the Mulliken method, atoms 1 to 8: W 3.07; O -0.75; As 0.42; O -0.46; O -0.63; C 0.30; C -0.26; C -0.70

***

B | Formula: C27H25AsN8O8S2W
Source: OMol25
Level of theory: ωB97M-V/def2-TZVPD

Structure (ORCA input):
```
! wB97M-V def2-TZVPD RIJCOSX def2/J DEFGRID3
* xyz 2 1
W -0.42 -0.04 0.54
O -3.30 3.27 0.74
As -2.78 1.63 0.85
O -1.82 1.13 -0.49
O -1.42 1.47 1.83
C -4.44 0.74 1.15
C -5.60 1.49 0.97
C -6.84 0.86 1.05
C -6.92 -0.50 1.28
C -5.76 -1.25 1.46
C -4.53 -0.63 1.40
S -3.04 -1.54 1.68
O -2.41 -0.87 2.79
O -3.29 -2.94 1.82
O -2.24 -1.20 0.41
H -2.64 3.87 0.35
H -5.55 2.55 0.77
H -7.74 1.44 0.91
H -7.88 -0.99 1.34
H -5.80 -2.32 1.66
N 1.68 1.09 4.07
C 1.28 1.41 2.85
N 0.84 0.30 2.25
C 0.98 -0.66 3.22
N 1.51 -0.22 4.32
C 0.53 -1.99 2.87
C 0.62 -3.11 3.69
N 0.19 -4.29 3.28
C -0.35 -4.35 2.07
C -0.47 -3.23 1.25
N -0.01 -2.04 1.64
H 2.08 1.69 4.77
H 1.31 2.40 2.44
H 1.04 -3.04 4.68
H -0.73 -5.31 1.73
H -0.97 -3.29 0.30
O 4.53 -3.41 -3.31
C 4.74 -2.05 -3.06
C 3.70 -1.59 -2.07
C 3.14 -2.48 -1.16
C 2.16 -2.03 -0.31
N 1.71 -0.76 -0.29
C 2.31 0.12 -1.11
C 3.28 -0.27 -2.02
C 1.87 1.51 -0.98
C 2.53 2.56 -1.60
C 2.11 3.86 -1.40
C 2.80 5.02 -2.06
O 3.79 4.52 -2.93
C 1.04 4.06 -0.53
C 0.43 2.97 0.05
N 0.82 1.70 -0.18
H 5.27 -3.77 -3.80
H 4.67 -1.44 -3.96
H 5.73 -1.87 -2.61
H 3.44 -3.51 -1.14
H 1.72 -2.71 0.39
H 3.71 0.45 -2.70
H 3.38 2.39 -2.24
H 3.22 5.66 -1.28
H 2.04 5.61 -2.60
H 4.14 5.23 -3.46
H 0.68 5.06 -0.29
H -0.38 3.08 0.75
S -0.43 -0.45 -4.15
C -0.36 -2.03 -3.50
C -0.44 -1.96 -2.15
N -0.53 -0.69 -1.63
C -0.53 0.20 -2.60
H -0.29 -2.90 -4.12
H -0.45 -2.82 -1.49
H -0.65 1.25 -2.42
*
```

- HOMO level: -12.9 eV
- LUMO: -6.159 eV
- Molecular weight: 912.44 Da
- Kohn-Sham gap: 6.77 eV

Atomic partial charges in e from the Mulliken method, atoms 1 to 8: W 3.00; O -0.65; As 1.11; O -0.59; O -0.64; C -0.33; C -0.77; C -0.65

***

Winner for stability: B

***

A | Formula: CH10O3S2
Source: OMol25
Level of theory: ωB97M-V/def2-TZVPD

Structure (ORCA input):
```
! wB97M-V def2-TZVPD RIJCOSX def2/J DEFGRID3
* xyz 0 1
C 4.52 1.46 1.32
S 2.75 1.27 0.62
S 2.97 -0.60 -0.29
H 4.90 2.09 2.08
H 5.10 1.53 0.35
H 4.66 0.57 1.96
H 4.32 -0.78 -0.16
H -4.60 2.41 -2.50
H -4.39 1.84 -1.15
O -5.18 2.06 -1.65
H -1.38 -3.29 -1.53
H -0.82 -2.18 -0.86
O -1.63 -2.47 -1.18
H -3.13 -1.75 0.83
H -4.11 -0.60 1.00
O -4.00 -1.57 1.14
*
```

- HOMO level: -8.5 eV
- SMILES: CSS.O.O.O
- LUMO: 0.116 eV
- Molecular weight: 134.22 Da
- Kohn-Sham gap: 8.66 eV

Atomic partial charges in e from the Mulliken method, atoms 1 to 8: C -0.96; S -0.01; S -0.18; H 0.36; H 0.31; H 0.32; H 0.15; H 0.34

***

B | Formula: CH10O3S2
Source: OMol25
Level of theory: ωB97M-V/def2-TZVPD

Structure (ORCA input):
```
! wB97M-V def2-TZVPD RIJCOSX def2/J DEFGRID3
* xyz 0 1
C -0.75 1.21 1.64
S -0.45 -0.57 1.57
S 1.52 -0.65 1.14
H -0.42 1.53 2.62
H -0.13 1.78 0.94
H -1.76 1.55 1.49
H 2.18 -0.16 2.21
H -1.55 -2.55 -0.34
H -0.87 -3.39 -1.57
O -1.66 -3.10 -1.11
H -0.13 -0.12 -1.18
H 0.13 -0.36 -2.62
O 0.03 0.36 -1.99
H -0.10 2.76 -2.85
H 0.22 3.74 -3.84
O 0.29 3.65 -2.86
*
```

- HOMO level: -9.4 eV
- SMILES: CSS.O.O.O
- LUMO: 0.350 eV
- Molecular weight: 134.22 Da
- Kohn-Sham gap: 9.71 eV

Atomic partial charges in e from the Mulliken method, atoms 1 to 8: C -0.84; S -0.10; S -0.18; H 0.32; H 0.33; H 0.34; H 0.14; H 0.32

***

Winner for stability: B

***

A | Formula: H30O15
Source: OMol25
Level of theory: ωB97M-V/def2-TZVPD

Structure (ORCA input):
```
! wB97M-V def2-TZVPD RIJCOSX def2/J DEFGRID3
* xyz 0 1
H 0.89 -0.31 0.47
H -0.45 0.49 0.68
H -2.54 1.75 -0.88
H -3.30 1.99 0.34
H 0.82 -2.84 -1.13
H 0.06 -4.06 -1.71
H -4.06 -1.30 0.22
H -4.05 0.10 0.77
H -3.75 -0.33 -2.03
H -5.21 -0.35 -2.13
H -0.35 -0.72 2.21
H -0.89 -1.98 2.43
H -1.51 3.99 -0.74
H -0.14 3.65 -1.08
H 0.27 -0.35 -1.49
H 1.57 -0.89 -1.15
H -3.53 2.12 2.69
H -2.58 2.93 2.02
H 4.51 0.53 -0.44
H 5.96 0.32 0.08
H 2.89 -1.44 2.12
H 1.97 -2.58 1.81
H -1.36 -2.41 -0.16
H -2.35 -1.86 -1.08
H 3.86 3.45 1.18
H 3.62 2.41 0.29
H 1.82 -4.62 0.19
H 2.10 -3.04 -0.03
H 1.60 2.77 -1.13
H 2.89 2.99 -1.87
O -0.03 -0.11 0.14
O -2.44 1.61 0.12
O 1.00 -3.70 -1.53
O -3.57 -0.45 0.23
O -4.43 -0.99 -1.90
O -1.07 -1.12 2.68
O -0.60 4.30 -0.62
O 1.12 -0.37 -1.84
O -2.83 2.02 2.13
O 5.00 0.18 0.26
O 2.72 -2.06 1.41
O -1.53 -1.63 -0.60
O 3.99 3.24 0.23
O 1.70 -3.67 0.52
O 2.23 2.31 -1.70
*
```

- HOMO level: -9.5 eV
- LUMO: -0.176 eV
- Molecular weight: 270.22 Da
- Kohn-Sham gap: 9.29 eV

Atomic partial charges in e from the Mulliken method, atoms 1 to 8: H 0.18; H 0.13; H 0.14; H 0.35; H 0.39; H 0.30; H 0.25; H 0.19

***

B | Formula: H30O15
Source: OMol25
Level of theory: ωB97M-V/def2-TZVPD

Structure (ORCA input):
```
! wB97M-V def2-TZVPD RIJCOSX def2/J DEFGRID3
* xyz 0 1
O 1.41 1.03 -3.76
H 1.90 1.36 -2.99
H 0.53 0.98 -3.23
O -0.85 1.00 -2.72
H -1.22 0.11 -2.85
H -1.28 1.45 -3.45
O -2.29 -1.13 3.01
H -1.54 -0.91 3.56
H -2.71 -0.48 2.44
O 1.85 -2.10 -1.29
H 1.74 -1.76 -2.19
H 0.96 -2.03 -0.92
O 0.56 -4.26 0.21
H 1.13 -4.73 0.83
H -0.05 -3.78 0.77
O -2.11 -3.40 1.32
H -2.64 -4.07 1.76
H -1.85 -2.67 1.89
O -1.98 4.08 1.60
H -1.71 4.33 0.72
H -1.22 3.86 2.14
O 1.63 1.66 0.25
H 1.94 1.51 -0.65
H 2.51 1.77 0.65
O -0.14 4.91 -1.34
H 0.25 4.03 -1.27
H -0.97 4.74 -0.92
O 0.81 -1.48 -3.77
H 0.91 -2.21 -4.39
H 1.45 -0.78 -4.02
O 2.48 0.22 2.87
H 1.80 -0.19 2.35
H 3.33 -0.07 2.53
O -0.99 -2.00 -0.79
H -0.87 -1.77 0.14
H -1.37 -2.88 -0.77
O -2.87 1.39 0.06
H -3.61 1.87 -0.31
H -2.76 0.56 -0.41
O 3.55 -1.65 1.16
H 4.33 -2.09 0.81
H 2.84 -2.16 0.73
O -1.10 2.06 3.22
H -0.88 2.05 4.16
H -1.95 1.63 3.12
*
```

- HOMO level: -10.2 eV
- LUMO: -0.072 eV
- Molecular weight: 270.23 Da
- Kohn-Sham gap: 10.12 eV

Atomic partial charges in e from the Mulliken method, atoms 1 to 8: O -0.78; H 0.32; H 0.44; O -0.60; H 0.29; H 0.32; O -0.64; H 0.32

***

C | Formula: H30O15
Source: OMol25
Level of theory: ωB97M-V/def2-TZVPD

Structure (ORCA input):
```
! wB97M-V def2-TZVPD RIJCOSX def2/J DEFGRID3
* xyz 0 1
H -1.08 -0.49 1.03
H 0.40 -0.84 1.03
H 0.84 -1.97 -1.68
H 1.59 -3.23 -2.07
H 3.76 -2.71 -0.29
H 3.69 -1.21 -0.52
H -1.02 -0.02 3.51
H -1.11 0.47 4.95
H 3.23 2.11 -1.60
H 4.01 0.81 -1.57
H -3.81 -1.60 -0.31
H -2.53 -0.79 -0.17
H 2.26 1.69 1.63
H 3.16 2.38 0.62
H -3.57 0.02 1.39
H -2.53 1.06 1.78
H -0.56 3.03 -0.37
H 0.70 2.82 -1.20
H 0.75 -1.52 4.50
H 0.88 -1.12 5.96
H -0.75 1.92 -3.72
H -1.19 2.36 -2.33
H 0.78 -0.86 -4.13
H 1.17 -0.27 -2.79
H -0.77 0.89 -1.81
H -1.00 -0.60 -1.68
H -2.39 3.45 -0.25
H -3.32 2.36 -0.77
H -1.38 -3.86 0.07
H 0.12 -3.73 -0.15
O -0.27 -0.35 0.54
O 0.76 -2.93 -1.69
O 3.14 -2.00 -0.44
O -0.48 0.15 4.29
O 3.16 1.19 -1.33
O -3.46 -0.71 -0.42
O 2.23 2.23 0.84
O -2.74 0.13 1.88
O 0.38 2.81 -0.29
O 1.37 -1.14 5.13
O -1.22 2.62 -3.26
O 0.63 -0.95 -3.18
O -0.69 0.16 -1.18
O -2.56 2.50 -0.19
O -0.54 -4.30 0.25
*
```

- HOMO level: -9.2 eV
- LUMO: -0.172 eV
- Molecular weight: 270.22 Da
- Kohn-Sham gap: 9.07 eV

Atomic partial charges in e from the Mulliken method, atoms 1 to 8: H 0.21; H 0.15; H 0.38; H 0.27; H 0.28; H 0.25; H 0.33; H 0.28

***

D | Formula: H30O15
Source: OMol25
Level of theory: ωB97M-V/def2-TZVPD

Structure (ORCA input):
```
! wB97M-V def2-TZVPD RIJCOSX def2/J DEFGRID3
* xyz 0 1
O -2.42 14.05 12.18
H -3.17 13.43 12.29
H -2.15 14.14 13.07
O -3.02 8.40 9.66
H -3.11 8.40 10.61
H -3.57 9.12 9.35
O -4.38 13.62 9.63
H -4.28 12.68 9.86
H -5.02 14.00 10.29
O -4.33 11.16 10.72
H -3.50 10.80 11.09
H -4.97 10.47 10.61
O -5.56 6.90 9.34
H -5.93 6.33 10.06
H -5.59 7.77 9.69
O -6.23 9.09 11.08
H -5.61 8.44 11.35
H -7.10 8.60 11.09
O -6.22 10.48 13.34
H -6.78 11.26 13.36
H -6.31 10.18 12.40
O -7.28 12.28 11.05
H -7.35 13.03 10.41
H -6.53 12.51 11.56
O -1.27 12.54 10.36
H -0.33 12.45 10.64
H -1.63 13.16 11.01
O -4.47 12.60 13.18
H -4.86 11.72 13.14
H -4.92 12.82 13.95
O -2.23 10.16 12.16
H -1.74 10.85 12.58
H -2.87 10.07 12.89
O -0.01 9.96 10.14
H 0.42 10.59 9.56
H -0.92 10.12 10.25
O -2.29 11.80 8.01
H -2.88 11.08 8.14
H -1.96 11.97 8.91
O -7.05 10.99 8.72
H -7.09 10.96 9.69
H -7.26 10.10 8.44
O -4.48 10.04 7.95
H -4.81 9.34 7.37
H -5.25 10.64 7.89
*
```

- HOMO level: -9.4 eV
- LUMO: -0.754 eV
- Molecular weight: 270.23 Da
- Kohn-Sham gap: 8.61 eV

Atomic partial charges in e from the Mulliken method, atoms 1 to 8: O -0.66; H 0.37; H 0.29; O -0.60; H 0.31; H 0.24; O -0.70; H 0.01

***

Winner for stability: D

***

A | Formula: H30O15
Source: OMol25
Level of theory: ωB97M-V/def2-TZVPD

Structure (ORCA input):
```
! wB97M-V def2-TZVPD RIJCOSX def2/J DEFGRID3
* xyz 0 1
O -1.78 3.37 -1.89
H -2.13 4.22 -1.53
H -1.73 2.71 -1.22
O 1.22 -3.09 -0.38
H 0.69 -3.75 -0.86
H 1.50 -2.44 -1.05
O -3.39 0.67 1.52
H -3.40 1.52 2.04
H -2.96 0.67 0.68
O 4.33 -0.30 -0.87
H 4.11 -1.21 -0.54
H 3.47 0.12 -1.03
O 0.08 -0.44 0.01
H -0.27 0.44 -0.05
H 0.98 -0.44 0.43
O -2.67 0.50 -1.20
H -3.44 0.99 -1.50
H -2.99 -0.45 -1.13
O 2.15 -0.92 1.54
H 1.95 -0.06 1.85
H 1.82 -1.45 2.25
O -1.19 0.03 2.90
H -1.02 -0.82 2.54
H -2.02 0.26 2.44
O 2.20 1.29 -0.70
H 2.02 2.15 -0.27
H 1.43 1.38 -1.26
O -1.85 -2.19 1.01
H -1.12 -1.73 0.59
H -2.62 -1.96 0.52
O 3.86 -2.80 -0.16
H 3.44 -3.30 -0.86
H 3.10 -2.43 0.32
O 1.53 1.33 2.77
H 1.63 2.12 2.18
H 0.58 1.32 3.07
O -0.79 -2.06 -2.57
H -0.51 -1.35 -1.96
H -1.54 -1.73 -3.03
O -1.16 2.36 0.95
H -0.89 2.76 1.79
H -2.07 2.66 0.95
O -0.08 1.00 -2.64
H 0.37 0.53 -3.35
H -0.82 0.53 -2.30
*
```

- HOMO level: -9.2 eV
- LUMO: -0.834 eV
- Molecular weight: 270.23 Da
- Kohn-Sham gap: 8.41 eV

Atomic partial charges in e from the Mulliken method, atoms 1 to 8: O -0.63; H 0.29; H 0.34; O -0.61; H 0.27; H 0.27; O -0.71; H 0.32

***

B | Formula: H30O15
Source: OMol25
Level of theory: ωB97M-V/def2-TZVPD

Structure (ORCA input):
```
! wB97M-V def2-TZVPD RIJCOSX def2/J DEFGRID3
* xyz 0 1
O -0.03 -0.10 -0.17
H 0.30 0.51 0.50
H 0.05 -0.99 0.19
O 0.14 -1.32 3.64
H 0.38 -1.81 2.83
H 0.96 -1.08 4.06
O 0.51 4.30 0.83
H 0.51 3.41 1.10
H -0.40 4.55 0.62
O -1.71 0.61 -3.17
H -1.49 1.12 -2.33
H -0.84 0.15 -3.36
O 0.71 -0.49 -2.70
H 1.67 -0.35 -2.75
H 0.54 -0.36 -1.76
O 0.74 1.77 1.67
H 1.59 1.53 2.05
H 0.15 1.60 2.37
O 1.32 2.53 -1.37
H 1.21 2.50 -2.28
H 1.09 3.38 -0.93
O -1.56 2.71 -1.06
H -1.87 2.95 -0.19
H -0.64 2.84 -1.08
O -2.72 0.34 0.72
H -2.41 0.25 1.62
H -1.90 0.39 0.22
O -2.49 -2.32 2.40
H -1.58 -1.97 2.36
H -2.30 -3.27 2.52
O 2.58 -1.87 -0.64
H 2.68 -0.93 -0.58
H 3.43 -2.23 -0.29
O -0.41 -3.00 -2.35
H -0.75 -2.77 -1.51
H -0.34 -2.17 -2.84
O 2.96 0.91 -0.13
H 2.28 1.49 -0.57
H 3.25 1.38 0.63
O 0.56 -2.28 1.18
H 0.23 -3.07 0.75
H 1.34 -2.14 0.67
O -2.31 -2.21 -0.60
H -2.96 -2.88 -0.37
H -2.44 -1.62 0.11
*
```

- HOMO level: -9.7 eV
- LUMO: -0.706 eV
- Molecular weight: 270.23 Da
- Kohn-Sham gap: 9.02 eV

Atomic partial charges in e from the Mulliken method, atoms 1 to 8: O 0.93; H 0.15; H 0.22; O -0.65; H 0.42; H 0.28; O -0.66; H 0.43

***

Winner for stability: B